Entry 1:
ORCA calculation (ωB97M-V/def2-TZVPD) on an isolated molecule of C3H5NO2S at a distorted geometry.

The geometry in ORCA input format:
```
! RIJCOSX wB97M-V def2-TZVPD def2/J DEFGRID3
* xyz 0 3
S -1.121 0.273 0.152
O -1.359 1.536 -0.557
O -1.785 -0.932 -0.269
N -1.450 0.973 2.983
C -1.387 0.772 1.855
C 1.159 -0.494 -1.218
C 0.736 -0.054 0.167
H 0.371 -1.155 -1.334
H 0.658 -1.060 0.862
H 1.108 0.816 0.684
H 2.105 -1.056 -1.384
H 0.968 0.381 -1.942
*
```

Results
- E_tot: -19603.4443 eV
- Energy above the lowest of the compared OMol25 structures with the same formula, charge and spin: 4.486 eV

How positive or negative is each atom? The natural (NBO) charges in e answer that: number 1, S, carries 1.88; number 2, O, carries -0.58; number 3, O, carries -0.84; number 4, N, carries -0.33; number 5, C, carries -0.20; number 6, C, carries -0.66; number 7, C, carries -0.48; number 8, H, carries 0.23; number 9, H, carries 0.26; number 10, H, carries 0.24; number 11, H, carries 0.24; number 12, H, carries 0.23

=====

Entry 2:
ORCA calculation (ωB97M-V/def2-TZVPD) on C4H3NO2 as an isolated structure at a distorted geometry.

The geometry in ORCA input format:
```
! RIJCOSX wB97M-V def2-TZVPD def2/J DEFGRID3
* xyz 0 1
O -0.558 0.551 1.894
O 1.869 0.764 0.462
N 0.110 -1.228 -0.163
C 1.118 -1.877 -0.133
C 1.429 0.202 -0.448
C -0.788 -0.218 -0.327
C -1.136 0.589 0.822
H -1.949 1.317 0.625
H -1.414 -0.267 -1.211
H 1.320 0.167 -1.520
*
```

Results
- E_tot: -9776.5428 eV
- Energy above the lowest of the compared OMol25 structures with the same formula, charge and spin: 5.144 eV

How positive or negative is each atom? The natural (NBO) charges in e answer that: number 1, O, carries -0.55; number 2, O, carries -0.39; number 3, N, carries -0.43; number 4, C, carries 0.24; number 5, C, carries 0.53; number 6, C, carries -0.34; number 7, C, carries 0.35; number 8, H, carries 0.12; number 9, H, carries 0.23; number 10, H, carries 0.24

=====

Entry 3:
ORCA calculation (ωB97M-V/def2-TZVPD) on a 10-piece molecular cluster, C17H47FN19O10 overall at a distorted geometry.

The geometry in ORCA input format:
```
! RIJCOSX wB97M-V def2-TZVPD def2/J DEFGRID3
* xyz 1 1
F 0.695 0.912 1.521
O -12.705 -2.653 0.944
O -10.090 -0.793 2.444
O 3.243 -0.390 -2.869
O 6.747 -4.703 -2.170
O 5.436 1.624 1.328
O -3.410 -2.351 -1.945
O 7.751 7.176 1.327
O 5.239 2.514 -5.198
O -7.335 -2.104 -1.222
O 8.179 3.408 -0.490
N -10.201 -2.112 4.278
N 5.853 -6.781 -2.110
N 9.793 1.824 -0.488
N 4.522 -1.899 -3.970
N 4.902 -1.469 -1.764
N -9.486 -2.454 -0.605
N 3.429 2.567 0.875
N 4.980 2.396 -2.954
N -3.965 -0.860 -0.004
N 4.819 -5.050 -1.041
N 8.558 2.203 -2.367
N 6.423 5.732 2.452
N 5.358 3.556 0.150
N -14.710 -3.508 1.550
N -13.141 -3.018 3.135
N -8.362 -0.633 0.166
N 5.237 4.420 -3.979
N 7.847 7.112 3.586
N -10.985 0.031 4.349
C 1.341 -1.757 0.696
C -3.567 0.136 0.989
C 5.864 -5.464 -1.797
C -8.332 -1.752 -0.593
C 5.157 3.073 -4.114
C 8.803 2.534 -1.078
C -10.405 -0.947 3.614
C -2.108 0.687 1.077
C 1.424 -0.515 -0.367
C -1.086 0.134 0.031
C -3.024 -1.370 -0.973
C 4.163 -1.201 -2.869
C -13.470 -3.035 1.819
C -1.540 -0.913 -1.018
C 7.366 6.704 2.385
C 0.427 0.647 0.104
C 4.786 2.523 0.818
H -12.225 -2.672 3.373
H 10.004 2.042 0.473
H 3.998 -1.728 -4.813
H -7.522 -0.080 0.203
H 6.093 5.331 3.311
H -1.854 1.443 1.893
H 2.507 -0.149 -0.364
H -4.394 -2.393 -1.849
H 0.591 1.655 -0.430
H 7.827 2.710 -2.841
H -4.934 -1.231 -0.039
H -11.153 0.912 3.890
H -10.313 -2.183 -0.097
H -11.251 -0.076 5.311
H 4.082 -5.653 -0.723
H -0.841 -1.382 -1.800
H 1.873 -2.633 0.167
H -9.771 -2.865 3.764
H 5.138 -7.421 -1.814
H -13.752 -3.328 3.869
H 7.544 6.737 4.466
H 2.875 3.296 0.463
H -9.506 -3.295 -1.159
H -10.454 -2.260 5.239
H -9.167 -0.333 0.686
H 4.668 -0.969 -0.921
H 5.273 -2.567 -3.989
H 2.965 1.817 1.363
H 6.042 5.402 1.581
H 5.369 4.959 -4.820
H 0.265 -2.084 0.907
H 5.173 4.899 -3.099
H -14.991 -3.537 0.583
H -4.339 0.534 1.724
H 6.615 -7.126 -2.672
H 4.915 1.391 -3.013
H 4.796 -4.075 -0.789
H 1.873 -1.486 1.687
H 8.549 7.834 3.578
H 4.839 4.303 -0.276
H -15.352 -3.827 2.253
H 4.910 2.836 -2.053
H 5.661 -2.130 -1.745
H 9.059 1.490 -2.866
H 1.204 -0.953 -1.398
H 10.317 1.104 -0.951
H 6.370 3.560 0.084
*
```

Results
- E_tot: -69896.1559 eV

How positive or negative is each atom? The Löwdin charges in e answer that: number 1, F, carries -0.08; number 2, O, carries 0.02; number 3, O, carries 0.02; number 4, O, carries -0.01; number 5, O, carries 0.01; number 6, O, carries 0.03; number 7, O, carries 0.08; number 8, O, carries 0.02; number 9, O, carries 0.02; number 10, O, carries -0.03; number 11, O, carries 0.01; number 12, N, carries 0.15; number 13, N, carries 0.15; number 14, N, carries 0.16; number 15, N, carries 0.17; number 16, N, carries 0.17; number 17, N, carries 0.18; number 18, N, carries 0.16; number 19, N, carries 0.17; number 20, N, carries 0.11; number 21, N, carries 0.15; number 22, N, carries 0.17; number 23, N, carries 0.15; number 24, N, carries 0.14; number 25, N, carries 0.15; number 26, N, carries 0.16; number 27, N, carries 0.16; number 28, N, carries 0.15; number 29, N, carries 0.14; number 30, N, carries 0.17; number 31, C, carries -0.09; number 32, C, carries 0.03; number 33, C, carries -0.70; number 34, C, carries -0.70; number 35, C, carries -0.71; number 36, C, carries -0.67; number 37, C, carries -0.69; number 38, C, carries 0.06; number 39, C, carries -0.18; number 40, C, carries -0.05; number 41, C, carries -0.14; number 42, C, carries -0.70; number 43, C, carries -0.69; number 44, C, carries 0.11; number 45, C, carries -0.70; number 46, C, carries -0.22; number 47, C, carries -0.70; number 48, H, carries 0.06; number 49, H, carries 0.11; number 50, H, carries 0.11; number 51, H, carries 0.09; number 52, H, carries 0.10; number 53, H, carries 0.12; number 54, H, carries 0.10; number 55, H, carries 0.13; number 56, H, carries 0.17; number 57, H, carries 0.09; number 58, H, carries 0.15; number 59, H, carries 0.12; number 60, H, carries 0.08; number 61, H, carries 0.10; number 62, H, carries 0.10; number 63, H, carries 0.14; number 64, H, carries 0.08; number 65, H, carries 0.12; number 66, H, carries 0.10; number 67, H, carries 0.10; number 68, H, carries 0.09; number 69, H, carries 0.09; number 70, H, carries 0.11; number 71, H, carries 0.11; number 72, H, carries 0.06; number 73, H, carries 0.10; number 74, H, carries 0.10; number 75, H, carries 0.08; number 76, H, carries 0.07; number 77, H, carries 0.11; number 78, H, carries 0.07; number 79, H, carries 0.09; number 80, H, carries 0.11; number 81, H, carries 0.13; number 82, H, carries 0.11; number 83, H, carries 0.08; number 84, H, carries 0.08; number 85, H, carries 0.09; number 86, H, carries 0.11; number 87, H, carries 0.10; number 88, H, carries 0.10; number 89, H, carries 0.06; number 90, H, carries 0.09; number 91, H, carries 0.10; number 92, H, carries 0.10; number 93, H, carries 0.10; number 94, H, carries 0.06

=====

Entry 4:
ORCA calculation (ωB97M-V/def2-TZVPD) on a 7-piece molecular cluster, C24H31N7 overall at a distorted geometry.

The geometry in ORCA input format:
```
! RIJCOSX wB97M-V def2-TZVPD def2/J DEFGRID3
* xyz 0 1
N -13.734 16.850 32.733
N -12.243 14.834 37.498
N -8.503 14.234 33.386
N -13.267 11.804 41.775
N -19.069 12.783 41.391
N -19.865 12.422 36.844
N -6.346 13.334 40.589
C -13.535 14.297 37.678
C -7.304 13.457 41.607
C -13.234 10.708 42.637
C -8.901 13.731 35.517
C -9.154 15.304 33.958
C -13.474 13.524 38.833
C -16.889 13.997 42.154
C -8.370 12.642 39.840
C -17.734 13.019 36.416
C -13.759 15.723 33.002
C -12.842 12.443 43.919
C -7.030 12.776 39.508
C -9.445 14.952 35.235
C -8.578 13.110 41.160
C -18.115 13.293 41.731
C -13.913 14.382 33.422
C -12.130 13.502 39.241
C -11.513 14.471 38.586
C -19.822 12.902 35.574
C -8.388 13.163 34.384
C -18.490 13.319 35.224
C -12.949 12.895 42.635
C -13.055 11.068 43.943
C -18.591 12.533 37.379
H -12.899 13.851 42.135
H -18.038 13.695 34.319
H -14.378 14.532 37.045
H -12.603 13.038 44.788
H -8.942 13.272 36.493
H -13.071 10.288 44.690
H -20.793 13.006 35.112
H -13.329 11.823 40.767
H -11.906 15.469 36.789
H -17.279 15.015 42.167
H -10.586 15.018 38.678
H -14.453 14.482 34.363
H -6.989 13.972 42.503
H -13.450 9.704 42.304
H -16.613 13.538 43.103
H -9.842 15.584 36.015
H -11.665 12.939 40.037
H -9.147 12.177 39.250
H -18.377 12.101 38.345
H -7.843 12.275 34.101
H -8.115 14.307 32.457
H -6.504 12.421 38.634
H -14.304 13.014 39.299
H -12.959 14.024 33.808
H -5.386 13.211 40.880
H -9.510 13.197 41.699
H -14.410 13.762 32.675
H -16.270 13.868 41.267
H -16.675 13.121 36.599
H -20.711 12.035 37.237
H -9.348 16.236 33.448
*
```

Results
- E_tot: -35817.1556 eV
- SMILES: c1cc[nH]c1.c1cc[nH]c1.c1cc[nH]c1.c1cc[nH]c1.c1cc[nH]c1.CC#N.CC#N
- Energy above the lowest of the compared OMol25 structures with the same formula, charge and spin: 0.463 eV

How positive or negative is each atom? The natural (NBO) charges in e answer that: number 1, N, carries -0.33; number 2, N, carries -0.52; number 3, N, carries -0.53; number 4, N, carries -0.54; number 5, N, carries -0.36; number 6, N, carries -0.51; number 7, N, carries -0.53; number 8, C, carries -0.09; number 9, C, carries -0.07; number 10, C, carries -0.05; number 11, C, carries -0.29; number 12, C, carries -0.05; number 13, C, carries -0.31; number 14, C, carries -0.71; number 15, C, carries -0.31; number 16, C, carries -0.31; number 17, C, carries 0.28; number 18, C, carries -0.29; number 19, C, carries -0.07; number 20, C, carries -0.32; number 21, C, carries -0.31; number 22, C, carries 0.29; number 23, C, carries -0.74; number 24, C, carries -0.34; number 25, C, carries -0.03; number 26, C, carries -0.06; number 27, C, carries -0.09; number 28, C, carries -0.33; number 29, C, carries -0.09; number 30, C, carries -0.32; number 31, C, carries -0.08; number 32, H, carries 0.22; number 33, H, carries 0.23; number 34, H, carries 0.21; number 35, H, carries 0.22; number 36, H, carries 0.23; number 37, H, carries 0.23; number 38, H, carries 0.20; number 39, H, carries 0.43; number 40, H, carries 0.42; number 41, H, carries 0.26; number 42, H, carries 0.22; number 43, H, carries 0.26; number 44, H, carries 0.20; number 45, H, carries 0.20; number 46, H, carries 0.27; number 47, H, carries 0.20; number 48, H, carries 0.22; number 49, H, carries 0.22; number 50, H, carries 0.22; number 51, H, carries 0.22; number 52, H, carries 0.41; number 53, H, carries 0.21; number 54, H, carries 0.21; number 55, H, carries 0.27; number 56, H, carries 0.42; number 57, H, carries 0.23; number 58, H, carries 0.26; number 59, H, carries 0.26; number 60, H, carries 0.21; number 61, H, carries 0.42; number 62, H, carries 0.22